Record 1
Molecular formula: C39H42CdN7O3S6
Method: DFT, ωB97M-V/def2-TZVPD

- Molar mass: 961.62 g mol⁻¹
- LUMO level (alpha / beta): 1.16 / 2.27 eV
- HOMO energy (alpha / beta): -0.13443 / -0.16152 Ha
- Calculated total energy: -4677.3748 Eh
- Total charge: -1
- Energy relative to the best compared isomer or geometry (same formula, charge and spin): 2.000 eV

Structure (XYZ):
```
98
Properties=species:S:1:pos:R:3:forces:R:3
Cd -0.152 -0.064 0.018 0.7 -0.3 0.1
C -2.799 0.728 4.989 0.1 0.0 0.0
C -1.619 0.127 5.417 0.0 0.0 0.0
C -0.570 -0.089 4.537 0.0 -0.1 -0.1
C -0.694 0.281 3.189 0.0 0.1 0.0
C -1.883 0.885 2.767 0.0 0.0 0.0
C -2.916 1.112 3.660 0.0 0.1 0.0
N 0.325 0.111 2.241 -0.2 0.0 0.1
N 1.516 -0.029 2.781 -0.2 0.0 0.3
C 2.572 -0.077 1.941 0.2 0.0 0.0
C 3.859 -0.061 2.544 0.0 0.0 0.0
C 4.975 -0.054 1.756 -0.1 0.0 0.0
C 4.824 -0.050 0.358 0.1 0.0 0.0
C 3.544 -0.058 -0.147 -0.1 0.0 -0.1
N 2.437 -0.086 0.604 0.0 -0.2 -0.1
H -3.613 0.899 5.684 0.0 0.0 0.0
H -1.512 -0.174 6.454 0.0 0.0 0.0
H 0.355 -0.538 4.866 0.0 0.0 0.0
H -1.981 1.211 1.737 0.0 0.0 0.0
H -3.823 1.592 3.309 0.0 0.0 0.0
H 3.908 -0.030 3.625 0.0 0.0 0.0
H 5.963 -0.036 2.200 0.0 0.0 0.0
H 5.678 -0.043 -0.306 0.0 0.0 0.0
H 3.381 -0.043 -1.223 0.0 0.0 0.0
O 3.485 3.485 -4.955 0.0 0.0 0.0
C 2.857 2.930 -4.088 0.0 0.0 0.0
S 2.808 3.444 -2.406 -0.1 0.0 -0.1
C 1.675 2.221 -1.812 0.0 0.1 0.3
C 1.258 1.274 -2.743 -0.1 0.0 -0.1
S 0.189 -0.037 -2.537 0.1 0.0 0.1
S 1.880 1.479 -4.371 0.0 0.0 0.0
S 1.191 2.356 -0.214 -0.1 0.2 -0.3
C -6.587 -1.585 4.902 0.1 0.0 -0.1
C -5.786 -1.512 3.628 0.0 0.0 0.0
C -6.355 -1.023 2.453 0.0 0.0 0.0
C -5.595 -0.886 1.302 0.0 0.0 0.0
C -4.252 -1.236 1.323 0.0 0.0 -0.1
C -3.674 -1.741 2.476 0.0 -0.1 -0.1
C -4.446 -1.883 3.617 0.0 -0.1 0.0
S -3.312 -0.986 -0.167 0.2 -0.4 0.3
O -4.073 -1.604 -1.232 0.0 -0.2 0.3
O -3.108 0.446 -0.290 0.0 -0.3 0.5
N -1.876 -1.620 0.076 -0.3 -0.2 -0.1
C -1.718 -3.008 0.069 -0.1 0.0 0.0
C -2.750 -3.935 0.102 0.1 0.2 0.0
C -2.512 -5.319 0.123 -0.1 0.0 0.0
C -1.247 -5.821 0.105 0.0 -0.1 0.0
C -0.159 -4.925 0.041 0.0 0.2 0.0
C 1.173 -5.383 -0.036 0.0 -0.1 0.0
C 2.188 -4.486 -0.145 0.1 0.0 0.0
C 1.874 -3.114 -0.170 -0.2 0.0 0.1
N 0.659 -2.638 -0.076 -0.2 -0.2 0.0
C -0.375 -3.522 0.024 0.0 0.0 -0.1
H -7.657 -1.534 4.703 0.0 0.0 0.0
H -6.327 -0.747 5.554 0.0 0.0 0.0
H -6.377 -2.504 5.452 0.0 0.0 0.0
H -7.404 -0.750 2.438 0.0 0.0 0.0
H -6.030 -0.506 0.385 0.0 0.0 0.0
H -2.626 -2.010 2.485 0.0 0.0 0.0
H -3.990 -2.269 4.523 0.0 0.0 0.0
H -3.772 -3.592 0.092 -0.1 0.0 0.0
H -3.362 -5.990 0.150 0.0 0.0 0.0
H -1.059 -6.889 0.121 0.0 0.0 0.0
H 1.359 -6.452 -0.026 0.0 0.0 0.0
H 3.220 -4.801 -0.213 0.0 0.0 0.0
H 2.663 -2.392 -0.273 0.2 0.2 0.0
C -5.958 1.770 -2.526 0.1 -0.1 -0.1
C -5.473 0.921 -3.703 0.1 0.1 0.1
C -4.052 0.368 -3.556 0.0 0.1 0.1
C -2.937 1.407 -3.609 0.0 0.1 0.1
N -2.841 2.119 -2.335 0.3 0.4 -0.4
C -1.910 3.001 -1.932 -0.2 -0.2 -0.1
S -1.787 3.355 -0.277 0.0 0.3 0.0
N -1.059 3.621 -2.784 -0.1 0.1 0.0
C -1.180 3.876 -4.215 -0.2 0.0 0.2
C -2.375 4.750 -4.608 0.1 0.0 0.1
C -2.275 6.224 -4.204 0.0 -0.1 0.1
C -2.528 6.500 -2.720 0.0 0.0 0.0
H -6.981 2.115 -2.693 0.0 0.0 0.0
H -5.327 2.646 -2.375 0.0 0.0 0.0
H -5.941 1.189 -1.600 0.0 0.0 0.0
H -5.531 1.511 -4.624 0.0 0.0 0.0
H -6.153 0.073 -3.826 0.0 0.0 0.0
H -3.867 -0.331 -4.375 0.0 -0.1 0.0
H -3.969 -0.207 -2.627 -0.1 0.2 -0.5
H -3.149 2.108 -4.417 0.0 0.1 -0.1
H -1.987 0.906 -3.820 0.0 0.1 0.0
H -3.189 1.589 -1.540 -0.1 0.1 -0.1
H -0.455 4.244 -2.273 0.1 0.0 0.0
H -1.219 2.936 -4.756 0.1 -0.1 -0.1
H -0.253 4.370 -4.512 0.0 0.0 0.0
H -3.286 4.323 -4.175 0.0 0.0 -0.1
H -2.471 4.686 -5.697 0.0 0.0 0.0
H -3.011 6.781 -4.790 0.0 0.0 0.0
H -1.289 6.607 -4.491 0.0 0.0 0.0
H -3.450 6.018 -2.386 0.0 0.0 0.0
H -2.625 7.574 -2.542 0.0 0.0 0.0
H -1.728 6.132 -2.078 0.0 0.0 0.0
```
Positions in Å, forces in eV/Å.

Here are the Mulliken charges for atoms 1 to 5, given in e: number 1, Cd, carries 3.019; number 2, C, carries -0.687; number 3, C, carries -0.630; number 4, C, carries -0.493; number 5, C, carries -0.476

---

Record 2
Molecular formula: C20H26N3O6PZn
Method: DFT, ωB97M-V/def2-TZVPD

- Molar mass: 500.81 g mol⁻¹
- LUMO level: -1.87 eV
- HOMO energy: -0.28028 Ha
- Calculated total energy: -3513.7170 Eh
- Total charge: 0

Structure (XYZ):
```
57
Properties=species:S:1:pos:R:3:forces:R:3
C 3.562 -0.065 -3.589 0.3 0.0 -0.5
C 2.187 0.006 -3.794 -0.7 -0.3 0.2
C 1.310 -0.130 -2.702 0.7 0.3 -1.1
C 1.810 -0.431 -1.451 -0.2 2.3 1.5
C 3.184 -0.340 -1.228 0.5 0.2 -0.5
C 4.078 -0.162 -2.297 -0.1 -0.7 0.4
C -0.155 0.072 -2.941 -0.2 -0.1 -0.2
C -1.024 -1.101 -2.497 0.0 -0.1 -0.2
N -0.541 -1.802 -1.292 -0.6 -0.3 0.9
Zn 0.228 -0.314 -0.041 1.3 0.0 -1.5
C 3.727 -0.479 0.170 -0.4 0.0 0.6
P 2.492 -1.557 1.001 2.7 -3.3 -1.7
H 1.702 0.127 -4.782 0.8 0.0 0.4
H 5.157 -0.212 -2.058 -0.6 0.2 -0.5
H 4.228 -0.074 -4.458 -0.2 0.2 0.4
H 3.649 0.443 0.776 0.7 0.1 -0.6
H 4.723 -0.965 0.178 -0.4 0.7 0.3
H -0.570 0.951 -2.412 0.6 -0.2 -0.6
H -0.269 0.147 -4.030 -0.3 0.4 0.3
H -2.014 -0.699 -2.240 0.2 -0.3 -0.4
C 2.955 -1.598 2.751 -0.1 -0.1 -0.1
C 3.195 -3.163 0.359 0.0 -0.3 0.5
H -1.063 -1.834 -3.316 -0.4 0.0 0.2
C 0.386 -2.914 -1.621 -0.4 -0.2 -0.1
C -1.710 -2.358 -0.563 0.4 -0.2 0.1
H 1.318 -0.021 1.302 -3.3 -1.2 0.2
H -0.191 -3.614 -2.242 0.2 -0.1 0.0
H 1.269 -2.577 -2.176 -0.4 0.0 0.3
H 0.708 -3.428 -0.703 -0.2 0.3 -0.3
H -2.152 -3.185 -1.148 -0.1 0.3 0.3
H -1.326 -2.729 0.399 -0.4 -0.1 -0.3
H -2.432 -1.548 -0.371 0.2 -0.4 -0.1
H 4.227 -3.319 0.730 -0.5 -0.1 -0.2
H 2.511 -3.927 0.765 0.5 -0.1 -0.2
H 3.178 -3.237 -0.745 0.0 0.3 0.6
H 3.975 -1.981 2.915 -0.4 0.3 0.2
H 2.801 -0.563 3.103 0.3 -0.5 0.4
H 2.178 -2.262 3.173 0.6 0.3 0.3
H 0.365 -0.931 1.553 0.5 2.9 0.4
O 0.219 2.434 0.629 -3.1 -1.1 -0.6
C -0.958 1.976 0.420 3.3 0.3 0.9
O -1.235 0.990 -0.364 -0.1 0.3 0.5
C -2.087 2.435 1.277 -1.4 0.8 -0.9
C -3.353 1.866 1.074 -0.1 -0.1 0.5
C -4.442 2.315 1.816 0.4 -0.1 0.1
C -4.355 3.349 2.737 0.9 0.0 -0.4
C -3.094 3.946 2.826 -0.1 -0.3 -0.1
C -1.973 3.548 2.098 0.3 -0.1 0.1
N -2.905 5.011 3.795 0.8 1.6 1.3
O -3.882 5.343 4.497 2.2 -0.4 -1.3
O -1.741 5.490 3.856 -3.0 -0.7 0.3
N -5.717 1.613 1.689 -1.9 -0.9 -0.2
O -5.783 0.654 0.878 -0.1 2.2 2.0
O -6.650 2.030 2.415 1.8 -1.3 -1.8
H -3.504 1.046 0.382 0.2 0.2 0.1
H -5.197 3.663 3.337 0.2 0.0 -0.1
H -1.000 4.067 2.160 -0.8 -0.4 0.1
```
Positions in Å, forces in eV/Å.

Here are the Mulliken charges for atoms 1 to 5, given in e: number 1, C, carries -0.808; number 2, C, carries -0.880; number 3, C, carries 2.289; number 4, C, carries 0.612; number 5, C, carries 0.345

---

Record 3
Molecular formula: C10H22B2O2
Method: DFT, ωB97M-V/def2-TZVPD

- Molar mass: 195.91 g mol⁻¹
- LUMO level: 0.60 eV
- HOMO energy: -0.32782 Ha
- Calculated total energy: -594.4200 Eh
- Total charge: 0

Structure (XYZ):
```
36
Properties=species:S:1:pos:R:3:forces:R:3
B 1.423 -0.047 -0.597 1.9 0.5 1.1
B -1.446 -0.514 -0.297 -1.0 0.3 0.1
C 0.820 -1.512 -0.296 1.8 0.7 -1.2
C -1.052 0.976 -0.310 3.5 1.1 0.9
C 3.668 1.606 -1.065 -1.7 0.2 0.5
C -3.864 0.011 -1.033 -0.2 -1.5 0.8
C 0.979 -3.537 1.260 -1.8 0.7 1.4
C -0.653 3.109 1.131 3.3 -0.4 0.2
C 3.003 0.210 -0.999 -0.9 -0.9 -1.4
C -2.955 -0.924 -0.227 -0.2 -0.3 -1.1
C 1.347 -2.109 1.063 0.5 0.1 -3.1
C -1.524 1.880 0.837 3.1 -0.5 0.2
O -0.601 -1.510 -0.350 1.0 -2.0 0.5
O 0.753 1.082 -0.412 -4.2 0.3 0.0
H 1.144 -2.103 -1.181 -0.1 -0.3 0.7
H -1.274 1.465 -1.231 0.1 0.3 -0.8
H 4.786 1.558 -1.102 -1.1 0.1 0.1
H 3.261 2.036 -2.017 0.6 0.4 1.1
H 3.272 2.141 -0.115 1.0 -0.2 -1.8
H -4.900 -0.217 -0.857 -0.6 -0.1 0.2
H -3.702 0.997 -0.703 0.1 1.5 -0.2
H -3.719 -0.170 -2.078 0.3 0.4 -0.7
H -0.144 -3.612 1.311 1.2 -0.4 -0.2
H 1.426 -3.798 2.201 -0.2 -0.6 0.7
H 1.432 -4.160 0.548 0.2 -0.9 -1.3
H -0.145 3.631 0.298 -0.5 -0.9 -0.3
H 0.229 2.962 1.817 -0.9 -0.6 -0.6
H -1.132 3.909 1.590 -1.7 1.1 1.0
H 2.924 -0.236 -2.042 0.6 0.3 0.7
H 3.696 -0.407 -0.474 0.2 -1.1 0.5
H -3.215 -0.920 0.822 -0.3 -0.2 0.4
H -3.066 -1.946 -0.646 0.1 0.4 0.6
H 2.433 -2.024 1.187 -0.2 0.4 -0.4
H 0.894 -1.471 1.734 -0.9 1.2 2.1
H -2.364 2.348 0.510 -3.1 0.7 -1.0
H -1.737 1.296 1.724 0.0 0.1 0.3
```
Positions in Å, forces in eV/Å.

Here are the Mulliken charges for atoms 1 to 5, given in e: number 1, B, carries 0.393; number 2, B, carries 0.267; number 3, C, carries 0.269; number 4, C, carries 0.144; number 5, C, carries -0.918